# CH21O12V

CH21O12V as an isolated structure in a non-equilibrium geometry (ωB97M-V with the def2-TZVPD basis set, the OMol25 dataset).

Max |F| ... 4.508 eV Å⁻¹
Total energy ... -51633.947 eV
HOMO level ... -10.919 eV
Energy relative to the best compared isomer or geometry (same formula, charge and spin) ... 54.60 kcal per mole
2S+1 ... 1

CARTESIAN COORDINATES (ANGSTROEM)
O 2.78804 3.22893 0.46511
V 2.83230 1.91001 1.33045
O 2.18194 2.24652 2.74236
C -0.00371 0.39553 0.84738
O 1.22856 0.84029 0.32167
H -0.63136 1.14911 1.33770
H -0.66239 0.21898 -0.01105
H 0.07282 -0.50038 1.46154
O 2.16694 0.94235 -2.48479
H 2.20399 0.02636 -2.77845
H 1.82404 0.89664 -1.57841
O 2.77195 -1.87620 0.69262
H 2.21278 -2.57047 1.05904
H 2.15194 -1.23592 0.31663
O -1.73097 -2.42917 0.28118
H -1.34576 -2.84499 -0.49987
H -2.22700 -1.66460 -0.07071
O -1.91015 0.19518 3.84406
H -1.36366 -0.59325 3.91975
H -1.31567 0.87447 3.50972
O -0.41647 -3.15250 2.52822
H 0.24972 -2.62479 2.97978
H -0.42981 -2.81817 1.61399
O -1.18989 1.23537 -2.77210
H -0.97573 1.74987 -1.98205
H -1.28900 1.89543 -3.46530
O -3.03217 -0.38854 -1.19031
H -2.31528 0.13118 -1.58188
H -3.50723 -0.76448 -1.93833
O 0.00037 -1.81817 -2.31421
H 0.11618 -0.88146 -2.10892
H 0.89637 -2.16880 -2.36868
O 0.16922 3.59994 -1.06969
H -0.18293 3.97606 -0.25574
H 0.66201 2.81966 -0.78070

Forces on the atoms, in the same order (eV/Å):
O 0.59 -0.97 0.94
V -4.41 -0.27 -0.91
O 1.08 -0.31 -1.37
C -0.68 0.43 -0.70
O 2.66 1.43 1.29
H 0.70 0.28 0.58
H 0.22 -0.71 -0.05
H -0.03 0.01 0.00
O 0.07 -0.09 0.21
H 0.05 0.09 -0.10
H -0.08 -0.03 0.04
O -0.09 0.22 -0.01
H 0.06 -0.05 0.01
H -0.06 0.06 0.02
O 0.12 -0.04 -0.17
H -0.11 0.20 -0.11
H 0.07 -0.23 -0.05
O 0.09 0.11 -0.01
H -0.10 -0.11 -0.05
H -0.02 -0.02 0.07
O 0.61 0.16 0.03
H 0.04 -0.12 0.08
H -0.66 0.01 0.22
O -0.04 -0.20 0.43
H 0.16 0.39 -0.21
H 0.04 -0.03 0.00
O 0.05 0.01 0.26
H -0.27 0.00 -0.41
H 0.07 0.03 0.00
O 0.21 -0.01 0.14
H -0.17 0.05 -0.19
H -0.08 -0.07 -0.01
O -0.29 -0.33 -0.03
H 0.05 0.03 -0.04
H 0.17 0.10 0.08

Results of the Mulliken charge analysis, in e, for atoms 1 through 5: -0.546, 1.396, -0.562, -0.526, 0.123